Entry from OMol25: a 2-piece molecular cluster, C3H13N3O overall (ωB97M-V/def2-TZVPD).

Structure (XYZ):
```
20
Properties=species:S:1:pos:R:3
N -1.5442 1.4642 0.5735
C -0.6126 0.8704 1.5383
C 0.7829 0.5581 0.9583
N 0.8159 -0.5923 0.0630
C -0.0914 -1.7496 0.0415
N -0.6169 -1.9311 -1.3714
H -1.5893 0.8501 -0.2353
H -1.1475 2.3102 0.1748
H -0.9824 -0.1246 1.8453
H -0.5870 1.3795 2.5016
H 1.3009 1.3825 0.4491
H 1.4370 0.3270 1.8406
H 1.7651 -0.9342 0.0248
H -0.9193 -1.7293 0.7586
H 0.5784 -2.6003 0.1677
H -1.2239 -1.1346 -1.5275
H 0.1654 -1.8566 -2.0084
O 0.9452 1.5621 -1.8844
H 1.4325 0.7271 -1.7725
H 0.0913 1.2216 -2.1375
```

Results
SMILES string: NCCNCN.O
2S+1: 1
orbital gap: 0.349 hartree
E_tot: -9838.588 eV
energy relative to the best compared isomer or geometry (same formula, charge and spin): 39.5 kcal/mol